Record 1
A single C3H7NO3 molecule, computed with ωB97M-V with the def2-TZVPD basis set.

Computed properties:
Gap between HOMO and LUMO, eV: 10.356
Relative energy (zero: lowest compared OMol25 entry of this formula, charge and spin), eV: 1.863
Energy, eV: -10856.5053

Cartesian coordinates (Å):
N 0.0985 -1.4267 -1.0813
C -0.2323 -0.0672 -0.5608
C -1.1230 -0.2079 0.7758
O -2.4621 -0.4800 0.3790
C 0.9992 0.6520 -0.0891
O 1.5257 1.6338 -0.5288
O 1.4992 0.0981 1.0787
H -0.7228 -2.0090 -1.0518
H 0.5494 -1.2363 -1.9634
H -0.7196 0.3322 -1.4369
H -1.0545 0.7089 1.3645
H -0.6519 -1.0137 1.3417
H -2.6734 0.3337 -0.0872
H 2.2759 0.6770 1.1986

Record 2
A single C3H7NO3 molecule, computed with ωB97M-V with the def2-TZVPD basis set.

Computed properties:
Gap between HOMO and LUMO, eV: 10.745
Relative energy (zero: lowest compared OMol25 entry of this formula, charge and spin), eV: 0.976
Energy, eV: -10857.3913

Cartesian coordinates (Å):
O 2.1191 1.2315 0.0127
C 1.2845 0.4078 -0.2424
O 0.9516 0.0706 -1.5161
N 0.5559 -0.2838 0.6925
C -0.5116 -1.2014 0.3787
C -1.9160 -0.6805 0.6947
O -2.2581 0.5358 0.0440
H 1.2517 0.7697 -2.1140
H 1.1426 -0.5011 1.4851
H -0.4999 -1.5034 -0.6618
H -0.4271 -2.1027 0.9745
H -2.0121 -0.5321 1.7796
H -2.6157 -1.4739 0.4087
H -1.5443 0.7842 -0.5605

Record 3
2 unconnected molecules or ions with the total composition C3H7NO3, computed with ωB97M-V with the def2-TZVPD basis set.

Computed properties:
Spin multiplicity: 2
Gap between HOMO and LUMO (alpha / beta), eV: 11.426 / 6.106
⟨S²⟩: 0.766
Relative energy (zero: lowest compared OMol25 entry of this formula, charge and spin), eV: 1.133
Charge: +1
Energy, eV: -10847.2339

Cartesian coordinates (Å):
C -1.5696 -0.9476 0.1317
N -0.4333 -0.2321 0.5487
C -0.4938 1.1424 0.9001
C 0.0665 2.0246 -0.2490
O 0.7419 1.6127 -1.1231
O -2.6483 -0.4389 0.2160
H -1.3380 -1.9179 -0.3149
H 0.4449 -0.5196 0.0831
H -1.5530 1.3934 0.9960
H 0.0120 1.3724 1.8484
H -0.3034 3.0598 -0.2376
H 2.8120 -1.7344 -0.4929
H 2.2818 -2.6950 -1.5103
O 1.9805 -2.1199 -0.7962